# 1
The following is a quantum chemistry calculation of C3H5CsO as an isolated structure at a distorted geometry, from OMol25.

Summary:
- spin multiplicity = 2
- frontier orbital gap (spin up / spin down) (eV) = 5.791 / 9.682
- net charge = +1
- <S²> = 0.7622
- DFT total energy (eV) = -5777.4150

Each line ends with the Mulliken charge.
CARTESIAN COORDINATES (ANGSTROEM)
1 H 2.484 0.952 0.875  0.3760
2 O 2.258 0.860 -1.316  -0.1787
3 C 1.078 0.697 -1.339  0.0697
4 C 3.260 0.461 0.281  -0.4533
5 C 3.965 -0.838 0.065  -0.9145
6 H 3.980 1.205 0.638  0.2841
7 H 4.084 -1.111 -0.992  0.3081
8 H 4.992 -0.746 0.455  0.2948
9 H 3.529 -1.677 0.620  0.2308
10 Cs -1.969 -1.122 1.660  0.9830

Cartesian forces (eV/Å) of the 3 atoms listed first:
H -1.0333 -2.0132 -0.0058
O -5.5806 -0.1471 -2.1304
C 4.6114 0.5711 0.1795

=====

# 2
The following is a quantum chemistry calculation of C18H26ClCrN7O9P as an isolated structure at a distorted geometry, from OMol25.

Summary:
- spin multiplicity = 4
- frontier orbital gap (spin up / spin down) (eV) = 8.279 / 8.648
- net charge = +2
- <S²> = 3.7700
- DFT total energy (eV) = -98165.0500

Each line ends with the Mulliken charge.
CARTESIAN COORDINATES (ANGSTROEM)
1 Cr -1.204 -0.583 -0.179  -0.2674
2 O -3.628 4.017 -2.627  -0.5052
3 C -2.585 4.410 -1.919  0.4719
4 O -2.139 5.519 -1.962  -0.5217
5 C -1.941 3.400 -1.004  0.0081
6 C -0.919 3.704 -0.098  0.1809
7 Cl -0.237 5.178 0.318  -0.0576
8 N -0.532 2.562 0.513  0.2932
9 N -1.267 1.531 0.068  0.6219
10 C -2.116 2.025 -0.843  0.0080
11 C -3.060 1.016 -1.453  0.8855
12 O -3.936 1.328 -2.214  -0.6891
13 O -2.811 -0.222 -1.053  -0.2484
14 C 0.329 2.413 1.654  -0.7024
15 C 1.697 2.567 1.508  0.0800
16 C 2.505 2.431 2.629  -0.8213
17 C 1.944 2.145 3.867  -0.6153
18 C 0.567 2.010 4.001  -0.9902
19 C -0.250 2.153 2.888  -0.1769
20 H -3.864 3.074 -2.503  0.3970
21 H 2.120 2.803 0.540  0.5780
22 H 3.575 2.563 2.536  0.4905
23 H 2.580 2.053 4.737  0.4758
24 H 0.130 1.834 4.974  0.4601
25 H -1.331 2.143 2.986  0.8266
26 N -2.125 -0.715 1.722  -0.2838
27 N -2.179 -2.048 2.184  -0.5000
28 C -1.984 -3.034 1.264  0.6305
29 N -2.260 -4.273 1.598  -0.3133
30 N -1.488 -2.586 0.103  0.4821
31 N -1.269 -3.466 -0.969  0.7348
32 O -0.954 -2.902 -1.984  -0.5513
33 O -1.267 -4.660 -0.778  -0.7297
34 H -1.604 -0.150 2.392  0.2979
35 H -3.064 -0.327 1.612  0.4315
36 H -2.750 -2.229 2.998  0.2694
37 H -2.667 -4.500 2.493  0.1761
38 H -2.061 -5.012 0.936  0.2130
39 C 3.464 -3.148 -2.336  -1.5270
40 C 2.182 -2.499 -1.889  0.2908
41 O 2.476 -1.102 -1.547  -0.0751
42 P 1.546 -0.009 -0.930  -0.0656
43 O 0.062 -0.284 -1.701  0.4310
44 C -0.196 0.066 -3.117  -0.5578
45 C 0.504 1.339 -3.520  -1.2719
46 O 0.760 -0.792 0.384  0.4509
47 C 1.393 -0.935 1.700  0.1786
48 C 2.815 -1.433 1.611  -1.5598
49 H 3.264 -4.184 -2.608  0.4191
50 H 4.208 -3.136 -1.541  0.3607
51 H 3.871 -2.637 -3.207  0.3442
52 H 1.770 -2.976 -0.998  0.1304
53 H 1.425 -2.496 -2.671  0.2021
54 H -1.277 0.149 -3.193  0.3721
55 H 0.124 -0.795 -3.700  0.4348
56 H 0.193 2.183 -2.903  0.2460
57 H 0.235 1.564 -4.552  0.4595
58 H 1.590 1.244 -3.484  0.4249
59 H 0.761 -1.649 2.228  0.3606
60 H 1.341 0.034 2.202  -0.2924
61 H 2.879 -2.390 1.094  0.3136
62 H 3.190 -1.572 2.625  0.4804
63 H 3.469 -0.714 1.117  0.4109

Cartesian forces (eV/Å) of the 3 atoms listed first:
Cr 0.4849 0.7124 0.5719
O -0.0052 -0.0308 -0.0483
C -0.0281 0.0431 0.1666

=====

# 3
The following is a quantum chemistry calculation of C25H30IIrN4O2S as an isolated structure, from OMol25.

Summary:
- spin multiplicity = 2
- frontier orbital gap (spin up / spin down) (eV) = 5.918 / 5.866
- net charge = +1
- energy relative to the best compared isomer or geometry (same formula, charge and spin) (kcal per mole) = 86.48
- <S²> = 1.1476
- DFT total energy (eV) = -58233.9626

Each line ends with the Mulliken charge.
CARTESIAN COORDINATES (ANGSTROEM)
1 Ir 0.006 -0.081 -0.637  1.0529
2 C -0.660 3.284 0.855  -2.3160
3 C -1.773 2.346 0.391  3.4939
4 C -2.933 3.172 -0.166  -1.6657
5 C -1.377 1.262 -0.598  -1.7035
6 C -2.211 1.346 1.456  0.6174
7 C -3.032 0.323 0.898  -0.7858
8 C -3.274 -0.838 1.670  -0.3443
9 C -2.706 -1.001 2.887  -1.0683
10 C -1.794 0.001 3.470  0.0536
11 C -1.650 1.235 2.683  -1.2477
12 H -0.339 3.930 0.035  0.4399
13 H 0.201 2.744 1.245  0.4095
14 H -1.041 3.931 1.646  0.4964
15 H -2.593 3.784 -1.004  0.4376
16 H -3.321 3.835 0.608  0.3983
17 H -3.757 2.552 -0.515  0.3370
18 H -1.976 1.259 -1.522  0.4288
19 H -3.616 0.505 0.009  0.2645
20 H -3.956 -1.592 1.296  0.4404
21 H -2.899 -1.892 3.472  0.4295
22 H -1.991 0.181 4.527  0.4188
23 H -1.009 2.010 3.081  0.4198
24 S -0.680 -2.353 -0.933  -0.6040
25 C -1.025 -2.545 -2.620  0.5283
26 N -0.234 -2.043 -3.561  -0.0628
27 C -0.399 -2.296 -4.993  -0.6017
28 C -1.168 -3.593 -5.181  -0.6078
29 C -2.444 -3.538 -4.360  -0.5753
30 N -2.099 -3.239 -2.971  -0.1188
31 H 0.576 -1.548 -3.223  0.1555
32 H 0.592 -2.354 -5.438  0.3706
33 H -0.928 -1.459 -5.455  0.3030
34 H -0.555 -4.433 -4.850  0.3078
35 H -1.404 -3.742 -6.234  0.3516
36 H -2.981 -4.485 -4.379  0.3863
37 H -3.114 -2.763 -4.739  0.2786
38 H -2.645 -3.618 -2.214  0.2352
39 C 2.919 4.583 -1.316  -0.8667
40 N 2.557 3.268 -0.807  0.2198
41 C 3.116 2.634 0.273  -0.5351
42 C 2.445 1.463 0.424  -0.4428
43 N 1.484 1.374 -0.562  -0.3443
44 C 1.571 2.490 -1.272  -0.2235
45 H 3.917 4.829 -0.965  0.3182
46 H 2.215 5.333 -0.959  0.3255
47 H 2.924 4.567 -2.403  0.3556
48 H 3.937 3.059 0.822  0.4594
49 H 2.596 0.676 1.143  0.2606
50 H 0.954 2.744 -2.117  0.5038
51 I 6.179 -3.097 3.750  0.1256
52 C 4.246 -2.414 3.392  -0.1234
53 C 3.793 -2.290 2.084  -0.6221
54 C 2.508 -1.833 1.851  -0.3706
55 C 1.678 -1.489 2.915  0.3088
56 C 2.138 -1.629 4.222  -0.4686
57 C 3.421 -2.091 4.462  -0.5599
58 C 0.304 -0.991 2.636  -0.0519
59 O -0.389 -0.680 3.689  -0.3929
60 O -0.141 -0.896 1.490  -0.0373
61 H 4.435 -2.560 1.257  0.3999
62 H 2.138 -1.766 0.835  0.5038
63 H 1.490 -1.370 5.046  0.5027
64 H 3.776 -2.200 5.477  0.4016

Cartesian forces (eV/Å) of the 3 atoms listed first:
Ir 0.6278 -0.0069 -0.5134
C -0.0846 -0.0157 0.0291
C 0.1372 -0.2487 0.0449